# 1
58
Properties=species:S:1:pos:R:3 method="wB97M-V/def2-TZVPD" homo_ev="-10.73 / -10.91" energy_ev=-214544.4915 lumo_energy_ev="-3.47 / -3.55" charge=+1 multiplicity=3
Br 0.55 5.37 4.53
Br 4.28 2.26 1.60
V 0.29 0.05 0.02
S -1.67 0.61 -2.48
O 1.67 0.83 0.73
O -1.04 -0.16 -1.31
N -0.78 1.47 1.17
N 1.35 -2.53 -0.05
N 1.31 -1.43 -0.66
C -0.73 -2.35 3.53
C -0.04 -1.31 1.46
C 2.49 2.65 2.07
C -1.41 4.42 -1.06
C -1.05 3.17 -1.53
C -0.73 -1.26 2.66
C 2.19 3.69 2.96
C 0.15 2.22 1.82
C -2.76 4.76 -0.98
C -0.26 1.01 -3.54
C 1.49 1.88 1.52
C 0.66 -3.59 2.01
C -3.38 2.61 -1.83
C -0.18 3.25 2.73
C -2.05 1.69 1.44
C -3.74 3.86 -1.36
C 0.65 -2.50 1.15
C 3.30 -1.22 -4.35
C 0.90 3.98 3.29
C -1.55 3.46 2.97
C 1.91 -2.44 -2.81
C -2.48 2.67 2.33
C -0.03 -3.51 3.20
C 2.75 -0.26 -2.21
C 1.99 -1.39 -1.90
C 2.56 -2.35 -4.03
C 3.41 -0.18 -3.43
C -2.03 2.27 -1.91
H 2.99 4.28 3.39
H -2.78 1.06 0.93
H 4.01 0.68 -3.66
H -1.27 -0.37 2.96
H -0.65 5.13 -0.77
H -4.13 1.89 -2.15
H -3.04 5.74 -0.62
H 2.87 0.53 -1.47
H 0.60 1.22 -2.90
H -1.25 -2.28 4.47
H 1.21 -4.48 1.74
H -4.78 4.13 -1.30
H -1.86 4.23 3.66
H 1.34 -3.32 -2.54
H 2.49 -3.17 -4.73
H -0.51 1.88 -4.15
H 3.81 -1.16 -5.30
H -0.03 -4.34 3.89
H -0.05 0.15 -4.16
H 0.01 2.91 -1.59
H -3.54 2.80 2.51

=====

# 2
66
Properties=species:S:1:pos:R:3 method="wB97M-V/def2-TZVPD" homo_ev=-4.99 energy_ev=-91876.2598 lumo_energy_ev=1.69 charge=-1 multiplicity=1
Cl -0.33 0.41 3.32
P 2.14 1.80 -2.42
P 0.36 2.65 -3.35
P 3.77 0.25 0.54
Si 0.07 -0.80 -0.33
Al 1.66 0.96 -0.26
O -0.70 1.37 -3.88
O 3.62 -0.87 1.90
O -2.79 -5.74 0.20
O 4.04 -2.86 -2.74
O 0.83 3.42 -4.70
O -0.40 5.67 -6.25
O 4.68 1.68 0.96
O 1.05 5.91 2.51
O -0.37 3.85 -2.32
O -4.50 -1.21 4.26
O -2.84 -3.29 2.49
O 0.32 -2.11 -5.23
O -7.67 -1.16 3.19
O 0.49 -5.13 -0.32
N 4.56 -0.45 -0.73
C 1.58 2.49 2.47
C 0.66 1.93 3.71
C 0.08 -1.76 -2.01
C 0.40 -2.14 1.06
C 0.87 2.39 0.99
C -1.76 -0.13 -0.10
H 0.82 6.25 3.39
H -0.25 4.96 -5.61
H -1.98 0.75 -0.87
H 1.43 1.61 4.57
H -0.31 2.27 1.07
H -1.03 5.29 -6.88
H 1.03 3.45 0.48
H -0.10 3.58 -1.39
H 1.79 3.65 2.68
H -7.93 -0.24 3.34
H -4.40 -0.25 4.37
H 1.16 -1.75 1.85
H -2.88 -2.56 3.12
H -2.85 -6.53 0.75
H -2.90 -4.09 3.04
H 3.17 2.82 -2.17
H 1.05 6.70 1.95
H -8.42 -1.54 2.70
H 0.75 -2.52 -6.00
H -1.47 1.40 -3.22
H 3.98 -3.66 -2.18
H 0.75 -3.16 0.57
H -0.04 -0.94 -2.85
H -5.38 -1.31 3.89
H -0.05 2.72 4.20
H 5.42 0.15 -0.89
H 0.64 -5.84 0.32
H -0.14 -5.51 -0.95
H 4.49 -0.91 2.42
H 4.06 2.49 0.88
H -1.96 0.30 0.98
H -0.84 -2.51 -1.99
H 3.99 -2.13 -2.10
H 0.81 -1.28 -5.10
H -2.52 -1.03 -0.27
H 2.63 1.97 2.56
H -2.84 -5.01 0.84
H 1.10 -2.35 -2.10
H -0.60 -2.37 1.66

=====

# 3
147
Properties=species:S:1:pos:R:3 method="wB97M-V/def2-TZVPD" homo_ev="-0.04 / -2.15" energy_ev=-129382.9985 lumo_energy_ev="3.64 / 3.64" charge=-2 multiplicity=5
Cr -1.51 -3.23 0.41
S -1.60 -4.36 2.85
S -0.41 -0.76 0.67
O 0.52 -0.15 -0.25
O 5.43 4.33 1.78
O 1.58 1.50 -3.81
O 0.08 -2.05 1.13
O -1.64 -1.17 0.04
O -2.41 -3.33 2.20
O 3.91 -3.94 -0.93
O -2.39 -5.52 3.26
O -0.74 0.13 1.78
O -3.36 -3.96 -3.32
O 0.50 -4.71 -4.01
O -0.77 -4.66 1.70
O -2.49 4.39 -0.04
O -0.01 2.90 5.16
O -0.81 -3.83 3.96
O -5.18 3.40 2.75
N -3.65 0.15 1.99
N -0.54 -3.51 -1.53
N 0.52 2.50 0.76
N 0.27 -0.81 -2.84
N -3.12 -4.43 -0.43
N 3.32 -1.11 -0.16
N 1.66 0.29 3.48
N 3.18 1.44 1.38
C 1.09 -4.72 -5.34
C -4.83 4.57 3.47
C 0.62 -4.31 -1.66
C -4.75 -2.74 0.01
C 0.17 -5.67 -1.41
C -3.72 -3.00 -2.31
C 2.58 1.41 5.43
C -3.82 4.14 -0.47
C -0.37 3.66 0.64
C -0.35 0.18 -3.70
C 5.80 5.10 2.94
C -6.03 0.58 2.26
C 3.97 2.87 -0.46
C 0.63 2.32 4.05
C -1.85 0.13 -3.48
C -0.50 4.18 4.98
C 4.49 -5.26 -1.18
C -4.21 2.40 2.82
C 4.77 -2.87 -1.21
C 1.30 1.07 4.65
C 4.34 3.38 2.02
C 0.45 4.75 0.00
C 4.25 2.31 0.91
C 2.28 2.71 -3.61
C 0.23 1.54 -3.37
C -3.25 -3.50 -4.64
C -4.67 1.17 1.93
C 1.35 -4.06 -3.02
C 4.52 -0.56 -2.15
C -4.20 -3.71 -1.08
C 3.88 -1.68 -1.41
C -1.64 3.25 -0.14
H -4.22 5.27 2.89
H -0.67 3.98 1.64
H -6.85 1.29 2.09
H 3.81 2.07 -1.18
H 1.32 2.94 3.48
H -0.52 -5.69 -0.57
H -4.69 1.39 0.86
H -4.42 3.40 0.06
H -4.45 5.00 -0.28
H -4.56 -2.47 -2.76
H 1.09 -3.71 -5.74
H 2.10 -5.12 -5.45
H 0.97 -6.37 -1.16
H -4.13 2.09 3.86
H 3.03 -2.04 -2.00
H -0.02 1.74 1.15
H -4.72 -3.25 0.98
H -3.70 -0.58 1.30
H 3.15 0.53 5.72
H 3.84 -5.96 -0.65
H 5.22 1.82 0.87
H -2.89 -2.31 -2.23
H -3.09 -4.28 -5.38
H -4.15 -1.84 0.07
H 5.05 -0.92 -3.03
H -2.86 -5.06 -1.18
H 0.45 -5.32 -5.99
H 1.24 -0.86 -3.12
H -2.24 -0.88 -3.59
H 0.74 2.09 -0.14
H -2.05 0.39 -2.44
H 4.53 -5.48 -2.24
H -6.21 -0.32 1.66
H -5.59 5.25 3.85
H 2.96 3.27 -0.36
H 2.30 2.02 6.29
H -0.21 5.53 -0.38
H 2.41 -0.68 -0.23
H -1.56 3.12 -1.22
H 0.83 0.10 2.94
H 5.50 -5.44 -0.81
H 3.42 3.96 2.08
H -2.74 0.56 1.88
H 0.59 0.50 5.24
H 4.71 3.56 -0.86
H -2.18 2.37 0.22
H 6.14 4.50 3.79
H -0.30 -5.97 -2.35
H -0.14 1.94 3.38
H 3.74 0.16 -2.40
H 1.06 4.40 -0.83
H -0.25 -2.63 -1.93
H 3.10 0.77 0.62
H 3.23 2.02 4.80
H 0.30 -0.41 -1.92
H -0.06 -0.11 -4.71
H -2.43 0.85 -4.07
H 2.36 -4.46 -3.05
H -1.28 4.18 4.22
H -4.97 -4.42 -1.38
H -0.39 2.33 -3.80
H 4.97 5.72 3.28
H 6.65 5.67 2.55
H -6.04 0.20 3.28
H 2.30 1.89 1.21
H -5.74 -2.34 -0.22
H 5.29 -0.03 -1.59
H 1.05 5.33 0.70
H -4.21 4.36 4.34
H -1.11 -3.81 -2.30
H 3.33 2.63 -3.87
H 1.42 -2.97 -3.12
H -3.78 3.94 -1.54
H 0.27 1.75 -2.30
H -2.39 -2.84 -4.64
H 5.59 -2.82 -0.49
H 3.17 -1.91 0.44
H -3.23 2.72 2.46
H 5.16 -3.05 -2.21
H 4.39 3.01 3.04
H -4.14 -2.92 -4.90
H 0.36 4.75 4.61
H 2.32 0.82 2.93
H 2.21 3.04 -2.57
H 1.81 3.46 -4.26
H -3.54 -5.08 0.22
H -0.95 4.62 5.87
H 1.36 -4.10 -0.89